Entry 1:
Computed, not measured: a cluster of 7 separate species, C46H95F6N4O7 in total in a non-equilibrium geometry, with the ωB97M-V functional and the def2-TZVPD basis.

Summary:
HOMO-LUMO gap	4.173	eV
LUMO level	-3.01	eV
strongest force on any atom	3.81	eV/Å
HOMO level	-7.18	eV

```
! RIJCOSX wB97M-V def2-TZVPD def2/J DEFGRID3
* xyz 1 1
C 16.932 -17.901 -0.198
C 18.200 -17.275 0.403
O 18.861 -16.589 -0.422
O 18.497 -17.320 1.617
H 16.595 -18.847 0.220
H 17.252 -18.008 -1.237
H 16.154 -17.143 -0.103
C 21.843 -9.282 -2.798
C 21.032 -9.857 -1.640
C 19.921 -10.848 -2.065
C 19.455 -11.724 -0.893
N 18.126 -12.402 -1.047
C 17.844 -13.092 0.281
C 16.661 -12.401 0.893
C 15.905 -11.670 -0.208
C 16.976 -11.432 -1.269
C 18.148 -13.471 -2.126
C 16.828 -14.044 -2.600
C 17.061 -15.355 -3.365
H 22.521 -8.506 -2.453
H 21.227 -8.882 -3.606
H 22.380 -10.077 -3.320
H 20.531 -9.072 -1.061
H 21.598 -10.290 -0.807
H 20.232 -11.377 -2.967
H 19.069 -10.233 -2.369
H 19.413 -11.174 0.048
H 20.236 -12.462 -0.696
H 17.567 -14.132 0.066
H 18.698 -13.280 0.930
H 15.944 -12.927 1.521
H 17.151 -11.708 1.587
H 15.109 -12.282 -0.638
H 15.514 -10.718 0.137
H 16.681 -11.321 -2.309
H 17.339 -10.426 -1.036
H 18.919 -14.179 -1.828
H 18.539 -12.945 -3.003
H 16.146 -13.351 -3.095
H 16.146 -14.335 -1.787
H 16.201 -15.532 -4.013
H 17.361 -16.147 -2.684
H 17.830 -15.240 -4.139
C 15.046 -20.145 -2.349
C 16.200 -20.573 -3.224
C 15.863 -21.745 -4.195
C 16.575 -21.547 -5.509
N 16.135 -22.490 -6.648
C 16.877 -22.272 -7.949
C 16.167 -21.170 -8.643
C 14.741 -21.627 -8.502
C 14.658 -22.106 -7.051
C 16.179 -23.951 -6.173
C 15.782 -24.968 -7.249
C 15.581 -26.312 -6.524
H 14.740 -21.052 -1.826
H 14.216 -19.681 -2.884
H 15.436 -19.345 -1.722
H 16.997 -20.874 -2.535
H 16.629 -19.726 -3.768
H 14.783 -21.717 -4.347
H 16.206 -22.680 -3.757
H 17.651 -21.708 -5.412
H 16.452 -20.611 -6.053
H 16.834 -23.172 -8.561
H 17.953 -22.126 -7.834
H 16.519 -20.928 -9.644
H 16.367 -20.232 -8.110
H 14.598 -22.528 -9.106
H 14.047 -20.876 -8.873
H 13.966 -22.931 -6.918
H 14.331 -21.302 -6.393
H 15.336 -23.944 -5.481
H 17.121 -24.032 -5.640
H 16.548 -25.081 -8.014
H 14.831 -24.738 -7.724
H 15.566 -27.282 -7.013
H 14.734 -26.219 -5.836
H 16.348 -26.491 -5.755
C 26.224 -21.574 -0.200
C 24.866 -22.146 0.171
C 23.688 -21.206 0.011
C 22.384 -21.676 0.625
N 21.094 -21.146 0.082
C 20.996 -19.610 0.235
C 21.114 -19.081 -1.218
C 20.446 -20.215 -1.994
C 20.973 -21.492 -1.406
C 19.942 -21.716 0.869
C 18.530 -21.258 0.528
C 17.520 -21.490 1.662
H 26.194 -21.065 -1.170
H 27.047 -22.255 -0.416
H 26.535 -20.931 0.625
H 24.859 -22.498 1.210
H 24.792 -23.077 -0.402
H 23.632 -21.103 -1.085
H 23.950 -20.156 0.187
H 22.388 -21.571 1.712
H 22.328 -22.765 0.537
H 20.045 -19.262 0.629
H 21.795 -19.285 0.897
H 20.514 -18.219 -1.511
H 22.145 -18.874 -1.508
H 19.358 -20.119 -1.939
H 20.576 -20.133 -3.076
H 20.345 -22.373 -1.513
H 21.960 -21.723 -1.796
H 20.189 -21.495 1.910
H 19.945 -22.806 0.822
H 18.135 -21.892 -0.276
H 18.425 -20.254 0.123
H 17.444 -22.501 2.057
H 16.533 -21.126 1.377
H 17.762 -20.838 2.508
C 20.050 -15.144 3.392
C 20.925 -14.919 2.201
O 21.119 -13.874 1.687
N 21.160 -16.144 1.361
H 21.557 -16.876 1.947
H 20.222 -16.490 1.047
C 21.915 -15.780 0.098
H 19.071 -15.255 2.909
H 20.005 -14.344 4.124
H 20.241 -16.099 3.883
H 21.203 -15.263 -0.534
H 22.384 -16.590 -0.457
H 22.748 -15.138 0.372
C 20.006 -13.724 -6.097
O 19.665 -14.891 -5.329
O 20.303 -14.116 -7.335
C 18.834 -12.720 -5.980
F 18.744 -12.137 -4.731
F 18.984 -11.699 -6.836
F 17.648 -13.281 -6.255
C 20.420 -15.017 -4.157
C 20.162 -16.391 -3.576
H 20.675 -16.433 -2.603
H 19.151 -16.616 -3.231
H 20.623 -17.146 -4.214
H 20.213 -14.265 -3.383
H 21.502 -14.949 -4.315
H 20.882 -13.174 -5.696
C 16.362 -14.594 4.316
O 15.236 -14.466 3.373
O 17.093 -13.482 4.162
C 15.772 -14.844 5.719
F 14.935 -15.936 5.742
F 16.697 -15.123 6.667
F 15.047 -13.792 6.127
C 15.288 -15.403 2.325
C 14.250 -15.114 1.248
H 13.892 -14.091 1.124
H 14.486 -15.536 0.269
H 13.341 -15.626 1.588
H 15.152 -16.452 2.606
H 16.222 -15.393 1.738
H 16.924 -15.466 3.938
*
```

***

Entry 2:
Computed, not measured: a cluster of 11 separate species, C23H39Cl21O12 in total in a non-equilibrium geometry, with the ωB97M-V functional and the def2-TZVPD basis.

Summary:
HOMO-LUMO gap	10.663	eV
SMILES	CCOC(=O)OC.CCOC(=O)OC.CCOC(=O)OC.CCOC(=O)OC.ClC(Cl)Cl.ClC(Cl)Cl.ClC(Cl)Cl.ClC(Cl)Cl.ClC(Cl)Cl.ClC(Cl)Cl.ClC(Cl)Cl
LUMO level	0.21	eV
energy above the lowest of the compared OMol25 structures with the same formula, charge and spin	26.34	kcal per mole
strongest force on any atom	3.22	eV/Å
HOMO level	-10.45	eV

```
! RIJCOSX wB97M-V def2-TZVPD def2/J DEFGRID3
* xyz 0 1
C 13.792 16.684 20.921
Cl 13.448 18.358 20.683
Cl 13.355 15.713 19.450
Cl 12.920 16.063 22.310
H 14.779 16.384 20.952
C 9.535 14.377 16.867
Cl 9.445 14.872 15.154
Cl 9.441 15.791 17.870
Cl 10.789 13.234 17.047
H 8.613 13.792 16.879
C 13.355 10.061 18.411
Cl 14.088 8.917 19.640
Cl 14.326 11.540 18.368
Cl 11.731 10.369 18.844
H 13.365 9.566 17.460
C 21.398 13.063 16.104
Cl 21.056 12.816 17.795
Cl 22.538 11.802 15.473
Cl 22.022 14.699 15.740
H 20.493 12.894 15.565
C 13.265 15.907 11.603
Cl 11.556 15.693 11.585
Cl 13.762 16.382 13.229
Cl 13.931 17.036 10.467
H 13.759 14.965 11.378
C 16.927 18.685 16.756
Cl 15.633 18.311 17.838
Cl 16.461 18.688 15.022
Cl 18.440 17.904 17.130
H 17.068 19.718 16.974
C 22.611 18.095 12.881
Cl 24.205 17.393 12.327
Cl 22.232 19.591 12.076
Cl 22.632 18.161 14.604
H 21.946 17.292 12.533
C 13.644 12.220 14.699
C 15.064 11.765 14.558
O 15.719 12.515 13.464
C 16.026 13.783 13.762
O 15.745 14.290 14.837
O 16.783 14.268 12.795
C 17.329 15.573 13.096
H 13.565 13.318 14.762
H 13.147 11.685 15.529
H 13.051 12.038 13.799
H 15.119 10.694 14.264
H 15.716 12.033 15.430
H 18.375 15.396 13.289
H 16.795 15.982 13.999
H 17.193 16.150 12.185
C 16.813 6.151 16.259
C 16.018 7.253 15.601
O 14.590 6.908 15.782
C 13.708 7.881 15.794
O 13.951 9.088 15.691
O 12.518 7.333 15.943
C 11.338 8.152 15.812
H 17.762 6.652 16.458
H 17.036 5.274 15.646
H 16.364 5.813 17.219
H 16.281 7.318 14.543
H 16.203 8.169 16.111
H 11.569 9.109 15.342
H 10.755 8.241 16.674
H 10.678 7.556 15.114
C 17.519 12.579 19.221
C 17.363 13.882 18.453
O 16.826 15.041 19.167
C 17.554 15.505 20.209
O 17.038 16.040 21.157
O 18.842 15.447 20.035
C 19.690 15.949 21.086
H 16.601 11.977 19.507
H 18.049 12.676 20.171
H 18.098 11.924 18.570
H 16.629 13.747 17.671
H 18.307 14.192 18.022
H 20.277 16.791 20.636
H 20.344 15.166 21.415
H 19.114 16.388 21.854
C 18.948 11.006 11.215
C 19.078 11.644 12.576
O 18.792 10.570 13.504
C 18.586 10.879 14.759
O 18.385 11.919 15.307
O 18.538 9.681 15.417
C 18.521 9.856 16.914
H 19.756 10.280 11.023
H 18.989 11.813 10.459
H 17.975 10.518 11.139
H 18.361 12.485 12.614
H 20.089 12.017 12.669
H 18.879 8.898 17.310
H 17.452 10.125 17.137
H 19.116 10.708 17.114
*
```

***

Entry 3:
Computed, not measured: a cluster of 2 separate species, C6H12O in total in a non-equilibrium geometry, with the ωB97M-V functional and the def2-TZVPD basis.

Summary:
HOMO-LUMO gap	9.500	eV
SMILES	C=C/C(C)=C/C.O
LUMO level	0.71	eV
energy above the lowest of the compared OMol25 structures with the same formula, charge and spin	57.02	kcal per mole
strongest force on any atom	2.65	eV/Å
HOMO level	-8.79	eV

```
! RIJCOSX wB97M-V def2-TZVPD def2/J DEFGRID3
* xyz 0 1
C 1.287 1.256 -0.320
C 0.954 2.482 0.174
C 0.024 -0.463 1.019
C 0.566 -0.009 -0.119
C 0.661 -1.045 -1.265
C -0.411 -1.857 1.329
H 2.223 1.057 -0.958
H 0.103 2.695 0.806
H 1.678 3.287 -0.042
H -0.390 0.267 1.748
H 1.687 -1.412 -1.453
H 0.220 -0.736 -2.245
H 0.121 -1.907 -0.941
H -1.176 -1.950 2.124
H 0.405 -2.673 1.412
H -0.828 -2.209 0.352
H -2.157 0.441 -1.434
H -1.448 0.060 -0.148
O -2.365 0.113 -0.516
*
```

***

Entry 4:
Computed, not measured: a structure of composition C12H31ClIO2P2Pr in a non-equilibrium geometry, with the ωB97M-V functional and the def2-TZVPD basis.

Summary:
HOMO-LUMO gap (alpha / beta)	3.853 / 3.922	eV
LUMO level (alpha / beta)	-10.64 / -10.59	eV
expectation value of S²	2.00
strongest force on any atom	7.14	eV/Å
HOMO level (alpha / beta)	-14.49 / -14.51	eV

```
! RIJCOSX wB97M-V def2-TZVPD def2/J DEFGRID3
* xyz 2 3
C -3.010 -2.091 -1.255
C -2.194 -1.438 -0.229
H -3.897 -2.593 -0.851
H -2.383 -2.816 -1.785
H -3.313 -1.333 -1.986
O -2.210 -1.274 0.941
I 2.930 1.594 -2.024
Pr 0.521 0.162 -0.926
P -1.572 2.047 -1.305
C -1.421 3.246 0.073
C -0.961 3.031 -2.729
H -1.733 3.767 -2.990
H -3.799 2.943 -1.782
H -0.754 2.367 -3.581
H -3.516 1.329 -2.540
H -0.352 3.472 0.241
H -0.023 3.526 -2.450
C -3.357 1.942 -1.635
H -1.968 4.172 -0.161
H -3.853 1.439 -0.789
H -1.829 2.780 0.984
P 1.310 -2.568 -0.688
C 2.281 -2.791 0.848
C 0.435 -4.153 -0.852
H 2.210 -2.407 -2.954
H 2.938 -3.766 -2.013
H 3.447 -2.056 -1.727
C 2.610 -2.718 -1.978
H -0.071 -4.190 -1.831
H 1.134 -5.005 -0.765
H 2.809 -3.758 0.831
H 1.590 -2.751 1.706
H -0.332 -4.228 -0.064
H 3.007 -1.966 0.943
Cl -0.365 -0.707 -3.248
C 2.248 2.368 1.992
C 2.044 0.885 1.760
O 0.649 0.597 1.427
C -0.220 0.177 2.537
C 0.056 0.929 3.817
H 1.984 2.968 1.104
H 3.312 2.553 2.211
H 1.647 2.705 2.846
H 2.316 0.299 2.648
H 2.661 0.544 0.914
H -1.235 0.346 2.181
H -0.066 -0.903 2.656
H -0.091 2.008 3.696
H -0.664 0.567 4.557
H 1.052 0.750 4.225
*
```

***

Entry 5:
Computed, not measured: a cluster of 13 separate species, C19H46ClF4IN17O26P2 in total in a non-equilibrium geometry, with the ωB97M-V functional and the def2-TZVPD basis.

Summary:
HOMO-LUMO gap	7.998	eV
LUMO level	-3.95	eV
strongest force on any atom	1.46	eV/Å
HOMO level	-11.95	eV

```
! RIJCOSX wB97M-V def2-TZVPD def2/J DEFGRID3
* xyz 1 1
N 5.464 1.675 0.341
P 4.989 2.045 -1.065
N 3.393 1.369 -1.494
C 2.266 1.980 -1.328
N 2.333 3.294 -0.852
N 1.979 4.229 -1.880
C 2.567 4.234 -2.949
O 3.034 4.418 -3.975
C 1.517 3.535 0.338
Cl 2.576 3.780 1.726
C 0.477 2.442 0.534
I 1.096 0.771 1.703
C -0.061 1.951 -0.812
P -1.003 3.286 -1.714
O -0.606 3.540 -3.114
N 1.085 1.368 -1.543
C 0.877 0.750 -2.851
F -0.469 0.634 -3.020
F 1.381 1.550 -3.820
C 1.505 -0.676 -2.987
F 1.733 -1.177 -1.753
F 2.684 -0.599 -3.645
H 4.814 1.151 0.908
H 5.757 1.509 -2.107
H 4.849 3.416 -1.322
H 3.408 0.405 -1.808
H 1.045 4.492 0.214
H -0.356 2.883 1.050
H -0.751 1.160 -0.577
H -2.345 2.907 -1.643
H -0.919 4.472 -0.981
H 0.835 -1.323 -3.534
C 2.760 -3.858 -3.723
N 3.511 -5.090 -3.368
O 4.216 -5.056 -2.385
O 3.359 -6.045 -4.093
H 3.000 -3.102 -2.990
H 3.078 -3.560 -4.718
H 1.704 -4.108 -3.708
C -0.333 -7.702 -2.848
N -0.355 -6.294 -3.323
O 0.348 -5.483 -2.750
O -1.067 -6.029 -4.261
H 0.340 -7.770 -2.007
H -1.343 -7.966 -2.564
H 0.002 -8.311 -3.682
C 8.617 -1.031 1.110
N 7.321 -1.227 0.407
O 6.303 -1.050 1.031
O 7.372 -1.533 -0.765
H 8.409 -0.753 2.135
H 9.161 -1.968 1.052
H 9.152 -0.247 0.585
C 1.304 1.533 6.794
N 0.840 0.970 5.498
O -0.250 1.299 5.083
O 1.592 0.207 4.931
H 0.533 2.191 7.173
H 1.482 0.702 7.467
H 2.225 2.072 6.598
C -3.235 3.053 -5.636
N -4.324 2.616 -4.720
O -4.743 1.485 -4.836
O -4.716 3.422 -3.908
H -2.993 2.232 -6.299
H -3.601 3.911 -6.190
H -2.381 3.325 -5.018
C -4.576 3.879 1.538
N -3.153 3.696 1.149
O -2.418 4.654 1.157
O -2.800 2.574 0.835
H -4.725 4.922 1.784
H -5.182 3.576 0.690
H -4.761 3.234 2.390
C 2.586 7.668 -2.188
N 3.336 7.805 -0.913
O 3.500 8.913 -0.460
O 3.720 6.776 -0.400
H 2.306 8.650 -2.546
H 3.247 7.169 -2.891
H 1.713 7.056 -1.976
C -5.904 -1.152 -4.054
N -6.671 -2.429 -4.068
O -7.112 -2.815 -5.125
O -6.800 -2.998 -3.006
H -5.868 -0.760 -5.059
H -6.418 -0.472 -3.384
H -4.912 -1.380 -3.681
C -1.022 -0.496 10.711
N 0.071 -0.603 9.707
O 0.941 0.244 9.715
O 0.023 -1.532 8.936
H -0.839 0.379 11.321
H -1.955 -0.415 10.164
H -1.006 -1.405 11.303
C -3.339 -7.958 1.100
N -2.179 -8.231 0.210
O -1.311 -7.390 0.110
O -2.170 -9.293 -0.374
H -3.204 -6.983 1.547
H -4.235 -7.997 0.490
H -3.358 -8.735 1.853
C 1.214 8.650 1.400
N 0.262 7.645 0.848
O 0.719 6.595 0.429
O -0.908 7.925 0.855
H 2.217 8.247 1.336
H 1.105 9.555 0.811
H 0.922 8.830 2.429
C -6.362 -10.850 3.591
N -6.020 -9.541 2.972
O -5.117 -8.893 3.461
O -6.664 -9.202 2.008
H -5.702 -11.011 4.433
H -7.400 -10.798 3.900
H -6.231 -11.610 2.828
*
```